# 1
{
  "formula": "C9H60NO22Pd",
  "method": "the ωB97M-V functional and the def2-TZVPD basis",
  "symbols": ["Pd", "C", "C", "C", "C", "C", "C", "N", "O", "C", "C", "C", "H", "H", "H", "H", "H", "H", "H", "H", "H", "H", "H", "H", "H", "H", "H", "H", "H", "H", "O", "H", "H", "O", "H", "H", "O", "H", "H", "O", "H", "H", "O", "H", "H", "O", "H", "H", "O", "H", "H", "O", "H", "H", "O", "H", "H", "O", "H", "H", "O", "H", "H", "O", "H", "H", "O", "H", "H", "O", "H", "H", "O", "H", "H", "O", "H", "H", "O", "H", "H", "O", "H", "H", "O", "H", "H", "O", "H", "H", "O", "H", "H"],
  "coordinates": [[-3.58302, -0.65623, -2.91925], [0.69244, 0.67146, -2.21901], [0.58248, -0.58985, -1.30859], [1.77317, -0.50409, -0.23305], [1.45949, 0.47526, 0.98439], [0.11817, 0.17149, 1.53780], [-1.00581, 0.20591, 0.53371], [-0.66377, -0.72625, -0.56856], [-1.72635, -1.02265, -1.50376], [-1.24167, 1.69090, 0.24396], [-2.28006, -0.40461, 1.33078], [0.94127, -1.96219, -2.05613], [1.55101, 0.48982, -2.86552], [1.05837, 1.56106, -1.70636], [-0.10762, 0.90902, -2.92014], [2.72694, -0.18621, -0.65420], [1.90930, -1.50395, 0.17908], [1.38366, 1.45700, 0.51692], [2.25072, 0.45126, 1.73370], [-0.15757, 0.85793, 2.33835], [0.23898, -0.77363, 2.06717], [-0.52140, 2.17906, -0.41256], [-1.48493, 2.28610, 1.12411], [-2.12522, 1.80247, -0.38453], [-3.12461, -0.42606, 0.64204], [-2.56100, 0.20316, 2.19090], [-1.91048, -1.37222, 1.67025], [0.67138, -2.87522, -1.52543], [1.95697, -2.05365, -2.44095], [0.42758, -1.94242, -3.01730], [-2.85300, 2.88973, 3.62860], [-3.04477, 3.76028, 3.27987], [-1.89856, 2.82381, 3.59792], [-5.06996, 1.35888, 1.51880], [-4.12711, 1.29452, 1.36678], [-5.22333, 2.28900, 1.68488], [3.38612, 4.35111, -1.32721], [2.84507, 4.64845, -0.59572], [3.37160, 3.39612, -1.26381], [-0.69210, -5.20423, -1.25060], [-1.33369, -4.73812, -1.78663], [0.09786, -4.66589, -1.29949], [4.45670, -1.17005, -3.60232], [5.30487, -1.09598, -4.03976], [4.44494, -0.44523, -2.97724], [-1.63174, 5.20295, -0.77592], [-1.15511, 4.62670, -1.37340], [-2.47525, 5.34819, -1.20443], [3.73670, -4.22956, -2.37175], [3.78506, -3.35403, -2.75557], [3.12618, -4.13755, -1.64028], [3.96327, 1.93826, -2.68198], [4.05242, 2.05925, -3.62731], [4.85437, 1.76803, -2.37673], [0.28479, -3.84108, 1.52303], [-0.55288, -4.17904, 1.83978], [0.04920, -3.09782, 0.96778], [2.70489, -0.99788, 4.16881], [3.36231, -0.91350, 3.47821], [2.97564, -1.77051, 4.66476], [-2.75209, -3.96424, 2.15508], [-2.86482, -3.05125, 2.41962], [-3.08292, -3.99662, 1.25746], [2.35596, -1.71341, -5.50960], [2.05373, -2.62027, -5.45951], [2.99358, -1.63342, -4.80017], [-0.38422, 5.04258, 1.76243], [-0.81610, 5.44035, 2.51841], [-1.04330, 5.06784, 1.06875], [4.71456, -2.16950, 0.97756], [5.07818, -2.94040, 0.54199], [3.86517, -2.45990, 1.30986], [1.65228, 3.39958, 2.84954], [1.67634, 2.66577, 2.23540], [0.99995, 3.99716, 2.48403], [-5.55053, -1.77457, 1.76002], [-4.83505, -1.78123, 2.39585], [-5.51694, -0.90104, 1.37008], [-3.50585, -2.05623, 3.61827], [-3.28027, -1.15446, 3.84665], [-3.51740, -2.52011, 4.45548], [5.53341, 0.55028, 1.08610], [4.79873, 1.16181, 1.13637], [5.12519, -0.30443, 0.94800], [-2.73226, 1.50159, -3.09095], [-1.86946, 1.69485, -2.72426], [-2.92457, 2.24813, -3.65835], [-2.17421, -1.03611, -4.42283], [-1.48133, -1.69140, -4.34071], [-1.92174, -0.51404, -5.18437], [-4.96578, 0.79852, 4.22502], [-5.53390, 1.25969, 3.60792], [-4.08725, 1.12699, 4.03395]],
  "forces_ev_per_angstrom": [[0.1, 0.7, 0.8], [0.7, -0.3, -0.2], [3.8, -1.4, 0.0], [-1.1, 0.7, 1.9], [0.3, -0.1, -2.5], [0.7, -1.0, 1.5], [-1.4, -0.3, 2.9], [-4.0, 1.4, -2.7], [3.2, 0.4, 2.1], [-1.2, 0.1, -2.4], [1.6, 0.5, -1.6], [-1.3, 1.2, -1.1], [0.0, -0.4, -0.1], [-0.5, 0.0, 0.3], [-0.3, -0.3, 0.3], [-0.3, -0.1, -0.6], [0.0, -0.1, -0.1], [0.6, 0.4, 0.2], [-0.1, 0.0, -0.1], [0.0, 0.2, -0.1], [-0.5, -0.5, -0.1], [0.6, 0.0, 0.7], [0.5, -0.3, 0.2], [-0.6, -0.2, 0.0], [-0.1, -0.5, 0.1], [0.4, 0.2, -0.1], [-0.7, -0.1, 0.0], [0.0, 0.4, 0.3], [0.3, 0.6, 0.8], [-0.5, -0.3, -0.1], [-0.1, -0.5, -0.4], [-0.2, 0.3, 0.1], [0.4, 0.1, 0.2], [-0.1, -0.2, -0.7], [0.2, 0.1, 0.2], [-0.2, 0.4, 0.0], [-0.3, 0.1, 0.0], [0.0, 0.4, 0.3], [0.2, -0.3, -0.2], [-0.2, 0.1, 0.1], [-0.3, -0.1, -0.2], [0.3, -0.2, 0.1], [-0.4, -0.3, 0.1], [0.4, -0.2, -0.3], [-0.1, 0.3, 0.2], [-0.1, -0.3, 0.2], [0.3, 0.1, -0.2], [-0.3, 0.3, -0.1], [-0.1, -0.1, 0.0], [0.4, 0.4, -0.2], [-0.1, -0.2, 0.3], [-0.4, -0.7, 0.2], [0.0, 0.3, -0.4], [0.5, 0.2, 0.2], [0.9, 0.3, -0.2], [-0.7, -0.3, 0.2], [-0.2, 0.1, -0.1], [-0.4, 0.2, -0.4], [0.4, 0.1, 0.0], [0.1, -0.2, 0.3], [0.8, -0.6, -0.7], [-0.3, 0.2, 0.5], [-0.3, -0.3, -0.2], [-0.8, 0.2, 0.0], [0.0, -0.4, -0.2], [0.6, 0.2, 0.3], [0.0, -0.4, 0.4], [0.1, 0.3, 0.3], [-0.2, 0.2, -0.7], [-0.3, 0.3, -0.1], [0.3, -0.3, -0.2], [-0.2, -0.2, 0.3], [0.2, -0.4, 0.3], [0.1, -0.1, 0.0], [-0.3, 0.4, -0.3], [0.0, -0.2, -0.9], [0.1, -0.2, 0.6], [-0.3, 0.4, 0.1], [0.3, 0.7, 0.1], [-0.2, 0.4, 0.3], [-0.2, -0.4, 0.3], [0.0, 0.4, -0.2], [0.0, 0.4, 0.1], [0.1, -0.7, 0.0], [-0.3, -0.4, 0.2], [0.4, -0.1, 0.3], [-0.5, 0.3, -0.4], [0.3, -0.4, -0.2], [0.3, -0.5, 0.2], [-0.2, 0.5, -0.4], [0.1, -0.6, 0.5], [-0.1, -0.2, -0.1], [0.1, 0.6, 0.1]],
  "e_lumo_ev": [-8.273, -11.924],
  "s_squared": 3.7658,
  "max_force_ha_per_bohr": 0.097,
  "spin_multiplicity": 4,
  "charge": 2,
  "orbital_gap_ev": [6.9, 3.3]
}


# 2
{
  "formula": "C9H66N2O23",
  "method": "the ωB97M-V functional and the def2-TZVPD basis",
  "symbols": ["N", "H", "H", "H", "H", "C", "C", "C", "C", "C", "C", "N", "O", "C", "C", "C", "H", "H", "H", "H", "H", "H", "H", "H", "H", "H", "H", "H", "H", "H", "H", "H", "H", "H", "O", "H", "H", "O", "H", "H", "O", "H", "H", "O", "H", "H", "O", "H", "H", "O", "H", "H", "O", "H", "H", "O", "H", "H", "O", "H", "H", "O", "H", "H", "O", "H", "H", "O", "H", "H", "O", "H", "H", "O", "H", "H", "O", "H", "H", "O", "H", "H", "O", "H", "H", "O", "H", "H", "O", "H", "H", "O", "H", "H", "O", "H", "H", "O", "H", "H"],
  "coordinates": [[-0.00297, 1.86296, -2.60783], [-0.00682, 1.02458, -3.17104], [0.28870, 1.62847, -1.66972], [-0.89346, 2.33945, -2.59855], [0.73268, 2.46873, -2.94244], [1.31401, -1.54976, 0.11017], [0.27991, -0.76369, -0.75118], [-1.11852, -1.24953, -0.26580], [-1.52750, -0.54571, 1.03886], [-1.33088, 0.98878, 0.90598], [0.08252, 1.59138, 0.46171], [0.47625, 0.78631, -0.65191], [1.69151, 1.28843, -1.31833], [0.98489, 1.54168, 1.75158], [-0.35210, 3.01641, 0.07297], [0.27419, -1.27367, -2.18418], [1.22438, -2.63490, 0.16072], [1.27327, -1.27684, 1.16466], [2.32129, -1.25718, -0.18630], [-1.06818, -2.33777, -0.22955], [-1.93629, -0.93341, -0.91342], [-0.79491, -0.93045, 1.74836], [-2.54787, -0.81085, 1.31569], [-1.46877, 1.27340, 1.94909], [-2.22242, 1.36500, 0.40427], [0.96794, 0.59946, 2.29934], [0.64093, 2.25370, 2.50179], [1.94730, 1.84569, 1.33994], [0.53255, 3.50120, -0.33990], [-0.53347, 3.58215, 0.98683], [-1.12105, 3.02046, -0.69955], [1.14195, -0.90984, -2.73438], [-0.57600, -0.78518, -2.66026], [0.30241, -2.36024, -2.26583], [2.84143, -2.53024, -0.60974], [3.59742, -2.81294, -1.12431], [2.17960, -3.20400, -0.76550], [-3.98257, -0.08173, 0.11343], [-3.71044, -0.91431, 0.49944], [-4.93628, -0.07972, 0.19501], [3.06134, -2.18237, 1.51466], [2.99069, -2.02942, 0.57240], [2.19087, -2.48374, 1.77480], [-0.90654, 3.52125, 3.17012], [-0.95671, 3.79990, 2.25576], [-0.03392, 3.79165, 3.45588], [-1.43812, -3.08127, -2.40371], [-1.43087, -2.12654, -2.47205], [-0.69125, -3.36527, -2.93074], [-3.55239, -1.96281, 0.88468], [-3.01620, -2.72359, 1.10817], [-4.41320, -2.15891, 1.25451], [-1.88389, 2.66113, -2.67542], [-2.60477, 3.20304, -2.99620], [-2.30179, 2.02473, -2.09527], [0.11032, 5.09093, 1.11724], [-0.38451, 4.98429, 0.30483], [1.00009, 4.81769, 0.89392], [2.09643, -2.21752, -4.23233], [1.62681, -1.54027, -3.74549], [2.77991, -1.74278, -4.70530], [3.18334, 0.40908, 0.29586], [3.79820, -0.09777, -0.23450], [2.37345, 0.41366, -0.21433], [2.92531, -0.57961, -2.25837], [2.20175, 0.02027, -2.07717], [2.89768, -1.21260, -1.54087], [2.87145, 0.06254, 2.40587], [2.58825, -0.85132, 2.37604], [3.03937, 0.29171, 1.49180], [-1.59944, 0.92960, 3.84703], [-2.32817, 1.09058, 4.44643], [-1.93681, 0.28278, 3.22733], [-2.85114, -0.75351, 2.87881], [-2.80118, -0.86573, 1.92952], [-3.54267, -1.35472, 3.15548], [-4.01393, 1.99543, 0.52154], [-4.31325, 2.00735, 1.43066], [-3.95075, 1.06593, 0.30185], [0.97748, -4.17896, -1.14105], [0.64337, -5.01338, -1.47020], [0.91598, -3.58419, -1.88851], [2.48346, 2.22268, 3.20073], [2.29692, 1.32169, 2.93679], [3.17648, 2.50851, 2.60554], [2.56226, 3.07499, -1.21326], [2.32655, 2.16291, -1.04356], [1.78748, 3.57489, -0.95626], [1.52709, -3.86937, 1.10835], [0.83756, -4.44490, 1.43932], [1.33574, -3.77777, 0.17495], [-3.14304, 0.72694, -1.77620], [-3.41342, 0.39027, -0.92193], [-2.94864, -0.05563, -2.29199], [0.43212, -3.42211, -3.36896], [1.19881, -2.94531, -3.68688], [0.41888, -4.22745, -3.88615], [0.53981, 0.93144, 3.93312], [-0.41386, 0.86329, 3.88734], [0.71053, 1.87121, 3.99568]],
  "forces_ev_per_angstrom": [[4.6, -0.3, -4.1], [0.1, 0.1, 0.1], [-1.0, -0.4, -0.4], [3.3, 0.0, -0.9], [0.3, 0.2, -0.4], [-4.7, 4.9, 0.7], [-0.3, -0.1, 1.7], [-0.5, 1.8, 0.8], [4.4, 0.5, -2.8], [-0.3, -1.0, 1.0], [-3.2, -1.7, 3.0], [0.8, -3.4, 0.7], [-4.2, -8.6, 0.7], [-2.4, 1.5, -5.4], [1.1, -2.0, -0.7], [1.4, 2.3, 0.1], [-2.0, 4.2, -0.4], [-1.2, 0.8, -0.5], [-4.3, 2.3, 1.1], [-0.2, 0.0, 0.1], [0.5, -0.5, -0.7], [-0.5, 0.0, 0.7], [7.5, 2.3, -11.7], [0.2, 1.0, -0.7], [1.1, 0.4, -0.2], [0.0, 0.4, -1.6], [-0.1, -0.1, -2.1], [-0.6, -0.1, -0.1], [-0.6, -0.1, -0.1], [-0.6, -1.9, -1.4], [-0.1, 0.2, 0.6], [-0.8, 0.4, 0.7], [-0.2, -0.4, -0.4], [-0.4, 3.0, 1.4], [6.9, -6.1, -8.2], [1.2, -1.0, -0.2], [1.0, -0.3, -0.8], [-4.1, -2.7, -0.2], [0.7, 0.6, -1.1], [-0.7, 0.1, -0.5], [2.6, -0.3, 4.0], [1.3, -0.6, 2.6], [0.8, -0.6, 0.3], [-0.8, 0.1, 0.8], [-0.1, 0.3, 0.6], [0.2, 0.3, 0.0], [-5.4, -0.4, 1.9], [-0.6, -0.6, 0.0], [-1.7, 0.3, 0.0], [-2.1, -8.5, 1.2], [0.8, -0.4, -0.2], [-0.7, -0.6, 0.1], [-9.4, 4.8, -1.3], [-0.2, 0.5, -0.2], [-1.3, -1.4, 0.8], [0.6, 3.4, 1.0], [0.2, 0.7, -0.1], [0.4, 0.1, 0.1], [1.8, 0.9, -1.9], [0.5, 1.0, 0.0], [0.5, -0.1, 0.0], [2.9, 0.5, -3.3], [0.6, 0.4, -0.1], [-0.2, 1.0, -0.5], [2.3, -0.9, -1.6], [0.1, 1.8, 0.6], [0.0, -0.1, -0.8], [0.3, -1.3, 5.2], [0.8, 0.1, 0.3], [0.5, -0.4, 0.5], [-4.7, 1.2, 0.9], [0.0, 0.2, 0.3], [-0.2, -0.1, 0.6], [-3.8, -1.8, 5.0], [-3.0, -0.4, 9.1], [-0.1, 0.1, 1.0], [-1.2, 5.1, 0.7], [0.1, 0.4, 0.3], [0.5, 2.1, 1.1], [-0.2, -1.3, -0.8], [0.0, -0.4, 0.2], [-0.3, -0.4, -0.5], [2.1, 3.9, 3.0], [1.1, -1.5, 0.7], [0.3, 0.1, 0.1], [3.7, 7.6, -0.6], [0.7, 0.3, 1.5], [0.6, 0.1, -0.3], [-0.4, -3.1, 3.3], [-0.2, -0.4, 0.1], [-0.7, -2.4, 0.9], [1.0, 1.1, -3.2], [0.1, -0.2, -0.5], [0.0, 0.0, -0.4], [2.2, -4.5, -3.5], [1.1, -0.3, -1.1], [0.1, -0.6, -0.5], [3.5, -1.1, 3.6], [0.9, 0.1, 0.8], [0.4, -0.3, 0.6]],
  "e_lumo_ev": -1.313,
  "relative_energy_kcal_mol": 935.94,
  "max_force_ha_per_bohr": 0.275,
  "orbital_gap_ev": 5.6
}